Entry 1:
# C25H19BIrN5O8S2

C25H19BIrN5O8S2 as an isolated structure (ωB97M-V/def2-TZVPD, OMol25).

```
! RIJCOSX wB97M-V def2-TZVPD def2/J DEFGRID3
* xyz -1 2
Ir 0.66942 0.24609 0.47570
O 0.73575 1.60914 -3.02969
C -0.13470 1.55379 -2.21023
N 0.11958 1.69081 -0.81146
C -0.17767 2.85265 -0.18799
C -0.43634 4.07371 -0.86255
C -0.74473 5.19577 -0.14774
C -0.81720 5.14797 1.25766
C -0.58108 3.98199 1.94939
C -0.25020 2.81537 1.24416
N 0.01048 1.58092 1.78633
C 0.02306 1.26157 3.10740
O -0.38947 1.92799 4.04173
C 0.66951 -0.08621 3.33515
C 0.84347 -0.54863 4.62208
C 1.48378 -1.76506 4.81513
C 1.91922 -2.46922 3.70553
C 1.70682 -1.94477 2.44080
N 1.09646 -0.77612 2.26383
C -1.58855 1.39529 -2.56297
C -1.91028 0.89446 -3.81468
C -3.24939 0.76408 -4.13672
C -4.19835 1.15411 -3.20696
C -3.76842 1.66078 -1.98882
N -2.48735 1.78089 -1.66398
H -0.35604 4.10974 -1.94080
H -0.92592 6.13023 -0.66317
H -1.05955 6.04860 1.80760
H -0.64793 3.94396 3.02329
H 0.47487 0.06285 5.43282
H 1.64525 -2.14969 5.81353
H 2.42910 -3.41795 3.79780
H 2.04109 -2.44587 1.53744
H -1.11789 0.60073 -4.48797
H -3.54841 0.35593 -5.09351
H -5.25678 1.05910 -3.41061
H -4.48490 1.97204 -1.23711
O -2.99386 -2.17058 -0.00693
S -1.71836 -1.77242 -0.54432
O -1.72930 -1.11154 -1.82974
O -1.00253 -0.98350 0.50743
C -0.80528 -3.31743 -0.81093
C -1.60429 -4.45441 -0.70816
C -1.13870 -5.70351 -1.08084
C 0.14123 -5.83589 -1.59239
C 0.95142 -4.71917 -1.69052
C 0.50342 -3.46290 -1.29126
S 1.81303 -2.23729 -1.34065
O 2.40683 -2.38173 -2.63837
O 2.65040 -2.56847 -0.20482
O 1.12377 -0.92286 -1.20020
H -2.61345 -4.33058 -0.34162
H -1.78668 -6.56593 -0.98639
H 0.51268 -6.80121 -1.91200
H 1.95814 -4.80218 -2.07798
B 4.73563 2.57995 0.83826
C 3.38073 1.78452 0.67517
N 2.37429 1.22951 0.59530
H 5.62360 1.76128 0.93682
H 4.61785 3.24381 1.84995
H 4.86275 3.27550 -0.14623
*
```

Computed properties:
Energy relative to the best compared isomer or geometry (same formula, charge and spin): 0.618 eV
Lowest unoccupied orbital energy (spin up / spin down): 1.9 / 0.3 eV
E: -2765.5180 Ha

---

Entry 2:
# C25H19Cl2CrN7O2

C25H19Cl2CrN7O2 as an isolated structure in a non-equilibrium geometry (ωB97M-V/def2-TZVPD, OMol25).

```
! RIJCOSX wB97M-V def2-TZVPD def2/J DEFGRID3
* xyz 0 5
Cr 13.38641 7.24226 8.26332
C 12.09048 5.32122 11.74491
C 13.07467 4.33322 11.94074
C 14.28587 4.52976 11.34247
C 14.53014 5.60653 10.42686
N 13.45513 6.35936 10.05325
C 12.34364 6.31326 10.79490
N 15.77396 5.85858 10.04324
C 16.11007 6.89708 9.27464
N 15.27476 7.71869 8.55105
C 16.07155 8.56666 7.73690
N 15.65665 9.38867 6.76716
C 14.42075 9.35095 6.25017
C 14.04559 10.42023 5.34255
C 12.90071 10.39030 4.62764
C 12.06354 9.27708 4.76372
C 12.37833 8.31286 5.66754
N 13.45531 8.38399 6.50599
C 17.45386 8.41434 8.17625
C 18.65658 9.06467 7.84044
C 19.82888 8.53813 8.38246
C 19.86140 7.48142 9.33823
C 18.65911 6.89625 9.69965
C 17.47820 7.35416 9.12953
H 11.12771 5.31744 12.26067
H 12.91981 3.50288 12.60207
H 15.13865 3.88229 11.52177
H 11.64602 7.08158 10.48942
H 14.79741 11.17295 5.17964
H 12.67399 11.22899 3.96867
H 11.18833 9.12071 4.18743
H 11.81629 7.37193 5.73010
H 18.74518 9.88612 7.16687
H 20.75235 8.94424 8.03123
H 20.79898 7.14561 9.74077
H 18.64020 6.04452 10.35240
Cl 7.17094 10.90811 8.67878
C 8.69143 10.14234 8.90556
C 9.72681 10.93258 9.43656
C 11.01967 10.47300 9.40811
Cl 12.27840 11.50182 9.95469
C 11.37794 9.17140 8.98302
O 12.59067 8.76886 9.17104
C 10.31296 8.34776 8.44790
C 10.47734 7.03387 8.04528
O 11.59066 6.43186 7.88693
C 8.99745 8.90800 8.44487
H 9.59422 11.94387 9.71638
H 9.57990 6.48934 7.83051
H 8.22653 8.25191 8.04002
N 15.00796 5.87408 5.82065
N 14.24655 5.52723 7.04097
H 15.99894 5.69447 6.02173
H 14.96952 6.85909 5.87990
H 14.76271 4.98468 7.72350
H 13.48333 4.97461 6.66189
*
```

Computed properties:
Lowest unoccupied orbital energy (spin up / spin down): -1.2 / -1.4 eV
E: -3462.7836 Ha